[1]
ORCA calculation (wB97M-V/def2-TZVPD) on one molecule with the formula C17H21N3O3 at a distorted geometry.

Structure (XYZ):
```
44
Properties=species:S:1:pos:R:3
C 5.38668 -0.42185 1.50593
C 4.07631 0.28820 1.26772
O 3.65155 1.13611 2.01384
N 3.33798 -0.10292 0.10874
C 2.42005 -1.22734 0.40808
C 1.54129 -1.57732 -0.79362
C 0.04460 -1.78695 -0.46295
C -0.95780 -1.10281 -1.41710
C -1.60634 0.15517 -0.89725
C -2.95725 0.21885 -0.63123
C -3.90337 -0.93572 -0.81689
C -3.94368 -1.94078 0.33642
C -3.24422 -1.62942 1.59905
O -2.81613 -2.69609 0.54124
C -3.52743 1.43250 -0.17469
C -2.78402 2.55346 0.02536
C -1.40212 2.51660 -0.21442
N -0.65769 3.64432 -0.00391
C 0.60789 3.53316 -0.22954
O 1.39510 4.61299 0.02988
C 1.20986 2.32604 -0.70418
N 0.51304 1.26332 -0.94799
C -0.82623 1.31798 -0.68870
H 5.71288 -0.29189 2.53226
H 6.13564 -0.00234 0.83034
H 5.30411 -1.48156 1.26518
H 4.00418 -0.40308 -0.59754
H 2.99282 -2.10858 0.72335
H 1.82582 -0.92662 1.27040
H 1.90658 -2.52654 -1.19319
H 1.67542 -0.83554 -1.57461
H -0.13441 -2.85934 -0.54360
H -0.16137 -1.53387 0.57758
H -0.43470 -0.89822 -2.35365
H -1.74310 -1.81996 -1.63470
H -3.67415 -1.50917 -1.71384
H -4.92176 -0.54657 -0.85546
H -4.90794 -2.44094 0.46921
H -3.31742 -2.28616 2.45729
H -2.32909 -1.05298 1.63800
H -4.59246 1.47536 0.01272
H -3.23429 3.47543 0.36547
H 2.05258 4.70478 -0.66718
H 2.28258 2.29029 -0.86179
```

The value obtained for the LUMO energy is 0.2 eV. As for the molar mass: 315.4 g mol⁻¹. As for the SMILES: CC(=O)NCCCCc1c(C[C@@H]2CO2)ccc2nc(O)cnc12. The electronic energy comes out at -1050.32199 Eh. The value obtained for the orbital gap is 0.3217 hartree. The relative energy (zero: lowest compared OMol25 entry of this formula, charge and spin) comes out at 4.742 eV.

Results of the Löwdin charge analysis, in e, for atoms 1 through 8: -0.006 -0.518 0.093 0.010 -0.199 -0.194 -0.174 -0.125

***

[2]
ORCA calculation (wB97M-V/def2-TZVPD) on one molecule with the formula C17H21N3OS.

Structure (XYZ):
```
43
Properties=species:S:1:pos:R:3
C -1.35305 -2.29936 1.24733
N -0.88015 -1.56011 0.11238
C 0.39199 -1.57426 -0.36302
N 0.56997 -0.74291 -1.35581
C -0.63044 -0.14329 -1.54191
C -1.55809 -0.62714 -0.65025
C -2.95824 -0.27189 -0.49736
C -3.33725 1.06360 -0.64145
C -4.66225 1.43407 -0.52239
C -5.63202 0.48040 -0.25740
C -5.26818 -0.84890 -0.12630
C -3.94351 -1.22625 -0.24752
H -3.67914 -2.27074 -0.17832
H -6.02156 -1.59908 0.06549
H -6.66724 0.77145 -0.16029
H -4.94105 2.47171 -0.63304
H -2.57933 1.80683 -0.83955
H -0.76110 0.57668 -2.32415
S 1.62903 -2.56824 0.35287
C 3.04746 -2.15754 -0.70864
C 3.21108 -0.71258 -1.17586
O 3.41468 -0.51571 -2.35693
N 3.25040 0.27145 -0.25686
C 3.15650 0.15337 1.17832
H 3.16200 -0.89131 1.48336
C 1.89857 0.85416 1.69738
C 1.89175 2.31242 1.24793
C 2.03259 2.38024 -0.27035
C 3.29817 1.64772 -0.71000
H 3.38438 1.63294 -1.79678
H 4.18437 2.13246 -0.28283
H 2.07566 3.41737 -0.60536
H 1.17356 1.89911 -0.74063
H 0.96595 2.79677 1.56415
H 2.72553 2.84179 1.71645
H 1.86886 0.78523 2.78612
H 1.01689 0.35037 1.29910
H 4.04007 0.64074 1.61329
H 2.96210 -2.76386 -1.61095
H 3.92500 -2.47714 -0.14269
H -0.53635 -2.41155 1.96259
H -2.17720 -1.76226 1.71572
H -1.69041 -3.29674 0.95419
```

The value obtained for the LUMO energy is 0.6 eV. As for the molar mass: 315.4 g mol⁻¹. As for the SMILES: Cn1c(-c2ccccc2)cnc1SCC(=O)N1CCCCC1. The electronic energy comes out at -1298.12024 Eh. The value obtained for the orbital gap is 0.3038 hartree. The relative energy (zero: lowest compared OMol25 entry of this formula, charge and spin) comes out at 0.612 eV.

Results of the Löwdin charge analysis, in e, for atoms 1 through 8: -0.039 -0.071 -0.636 0.092 -0.079 -0.178 -0.173 -0.029

***

> Number 1 is which compound?

C17H21N3O3